(1)
{"formula": "C44H30I3IrN3O3P", "method": "ωB97M-V/def2-TZVPD", "symbols": ["Ir", "O", "C", "O", "C", "C", "C", "C", "C", "C", "N", "C", "C", "C", "C", "C", "C", "N", "H", "H", "H", "H", "H", "H", "H", "H", "H", "H", "I", "C", "C", "C", "C", "C", "C", "C", "C", "C", "P", "C", "C", "C", "C", "C", "C", "C", "C", "C", "C", "C", "C", "C", "H", "H", "H", "H", "H", "H", "H", "H", "H", "H", "H", "H", "H", "H", "H", "H", "I", "C", "C", "C", "I", "C", "C", "C", "C", "N", "C", "C", "O", "H", "H", "H", "H"], "positions_angstrom": [[0.091, 0.397, 0.670], [0.525, -7.110, 2.793], [-0.612, -6.430, 2.902], [-1.510, -6.787, 3.609], [-0.730, -5.159, 2.101], [0.314, -4.246, 1.993], [0.109, -3.036, 1.361], [-1.123, -2.729, 0.774], [-2.164, -3.664, 0.873], [-1.972, -4.846, 1.552], [-1.256, -1.491, 0.171], [-2.202, -1.192, -0.653], [-2.304, 0.130, -1.216], [-3.405, 0.506, -1.995], [-3.423, 1.752, -2.591], [-2.338, 2.604, -2.400], [-1.298, 2.181, -1.594], [-1.281, 0.989, -1.002], [1.147, -6.765, 2.140], [1.277, -4.454, 2.436], [0.904, -2.304, 1.323], [-3.136, -3.444, 0.463], [-2.781, -5.550, 1.670], [-2.944, -1.919, -0.977], [-4.222, -0.186, -2.131], [-4.252, 2.055, -3.210], [-2.292, 3.564, -2.887], [-0.424, 2.800, -1.452], [1.582, 2.654, 2.013], [1.351, 2.180, 4.087], [2.516, 2.306, 4.805], [2.509, 2.207, 6.199], [1.319, 2.036, 6.847], [0.110, 1.917, 6.129], [-1.093, 1.818, 6.855], [-2.298, 1.750, 6.212], [-2.316, 1.667, 4.822], [-1.161, 1.708, 4.059], [-1.525, 1.303, 2.298], [-2.721, -0.053, 2.491], [-2.375, -1.098, 3.349], [-3.199, -2.202, 3.470], [-4.374, -2.271, 2.737], [-4.709, -1.248, 1.864], [-3.873, -0.153, 1.716], [-2.473, 2.772, 1.751], [-3.817, 2.963, 2.072], [-4.477, 4.102, 1.640], [-3.812, 5.072, 0.908], [-2.473, 4.896, 0.600], [-1.813, 3.754, 1.015], [0.098, 1.928, 4.691], [3.449, 2.504, 4.302], [3.435, 2.307, 6.739], [1.275, 2.012, 7.924], [-1.044, 1.810, 7.934], [-3.226, 1.716, 6.760], [-3.274, 1.543, 4.338], [-1.458, -1.038, 3.920], [-2.926, -3.011, 4.128], [-5.016, -3.131, 2.831], [-5.628, -1.302, 1.300], [-4.116, 0.625, 1.005], [-4.366, 2.238, 2.653], [-5.518, 4.233, 1.887], [-4.330, 5.961, 0.588], [-1.936, 5.651, 0.046], [-0.768, 3.634, 0.772], [4.751, -0.353, 2.824], [4.343, -0.524, 0.780], [5.343, -0.694, -0.161], [5.044, -0.803, -1.507], [6.637, -1.090, -2.852], [3.700, -0.690, -1.965], [3.291, -0.756, -3.308], [1.965, -0.580, -3.623], [1.051, -0.317, -2.600], [1.398, -0.258, -1.332], [2.682, -0.468, -1.000], [2.981, -0.439, 0.412], [2.064, -0.333, 1.277], [6.369, -0.743, 0.169], [4.019, -0.947, -4.082], [1.624, -0.631, -4.645], [0.007, -0.155, -2.830]], "charge": 2, "total_energy_ha": -3422.974102, "relative_energy_kcal_mol": 54.7, "multiplicity": 1, "e_lumo_ha": -0.2655}

=====

(2)
{"formula": "C44H31Br2N4NiOPS", "method": "ωB97M-V/def2-TZVPD", "symbols": ["Ni", "C", "C", "C", "C", "C", "C", "P", "C", "C", "C", "C", "C", "C", "C", "C", "C", "C", "C", "C", "C", "C", "C", "C", "H", "H", "H", "H", "H", "H", "H", "H", "H", "H", "H", "H", "H", "H", "H", "H", "N", "C", "C", "C", "C", "C", "C", "S", "N", "C", "C", "C", "C", "C", "C", "N", "H", "H", "H", "H", "H", "H", "H", "H", "H", "C", "C", "C", "C", "C", "C", "Br", "C", "C", "Br", "C", "O", "C", "N", "H", "H", "H", "H", "H", "H"], "positions_angstrom": [[-0.513, 0.089, -0.098], [1.576, -0.264, 5.706], [0.238, -0.657, 5.775], [-0.598, -0.686, 4.655], [-0.079, -0.215, 3.445], [1.290, 0.133, 3.321], [2.120, 0.092, 4.466], [-1.192, 0.214, 2.119], [-1.867, 1.876, 2.530], [-1.365, 2.700, 3.532], [-2.119, 3.753, 4.040], [-3.427, 3.994, 3.507], [-3.894, 3.193, 2.474], [-3.072, 2.126, 1.969], [-2.675, -0.885, 2.088], [-3.767, -0.984, 2.933], [-4.811, -1.911, 2.690], [-4.595, -2.917, 1.790], [-3.400, -2.927, 1.017], [-3.057, -4.009, 0.170], [-1.789, -4.064, -0.383], [-0.977, -2.949, -0.344], [-1.331, -1.692, 0.250], [-2.447, -1.869, 1.135], [2.298, -0.462, 6.519], [-0.182, -0.964, 6.753], [-1.621, -0.935, 4.750], [1.711, 0.490, 2.423], [3.137, 0.427, 4.349], [-0.345, 2.537, 3.895], [-1.677, 4.319, 4.882], [-4.011, 4.812, 3.904], [-4.952, 3.306, 2.064], [-3.313, 1.602, 1.081], [-3.786, -0.334, 3.765], [-5.695, -1.863, 3.334], [-5.341, -3.689, 1.612], [-3.719, -4.883, 0.034], [-1.425, -4.963, -0.836], [0.009, -3.027, -0.831], [1.202, -1.873, -3.495], [0.171, -2.695, -3.991], [0.485, -3.887, -4.702], [-0.534, -4.759, -4.980], [-1.853, -4.469, -4.676], [-2.190, -3.254, -4.095], [-1.152, -2.363, -3.717], [-1.661, -1.092, -2.736], [-0.184, -0.626, -2.079], [1.014, -0.913, -2.537], [2.205, -0.043, -2.193], [3.073, 0.229, -3.202], [4.053, 1.318, -3.040], [4.882, 2.053, -1.173], [4.716, 0.909, -0.148], [2.230, 0.534, -0.852], [2.173, -2.029, -3.723], [1.550, -4.084, -4.942], [-0.291, -5.748, -5.461], [-2.576, -5.207, -5.011], [-3.183, -2.952, -3.783], [3.110, -0.391, -4.123], [4.216, 1.802, -4.077], [5.658, 2.748, -0.744], [5.311, 0.893, 0.796], [-1.842, 3.189, -1.240], [-0.368, 3.003, -1.095], [0.423, 4.145, -1.421], [1.788, 4.060, -1.610], [2.380, 2.772, -1.534], [3.775, 2.537, -2.071], [4.744, 4.024, -2.997], [5.359, 1.027, -2.334], [5.326, 0.035, -1.256], [6.181, -1.582, -1.367], [3.364, 0.167, 0.067], [3.277, -0.667, 0.963], [1.600, 1.765, -0.934], [0.264, 1.879, -0.713], [-2.216, 3.773, -0.405], [-2.299, 2.157, -1.274], [-2.088, 3.736, -2.163], [-0.065, 5.140, -1.532], [2.373, 4.940, -2.001], [6.262, 1.283, -2.885]], "total_energy_ha": -9385.180701, "multiplicity": 3, "e_lumo_ha": [-0.0058, -0.0384]}

=====

(3)
{"formula": "C44H34F3N10O5SbV", "method": "ωB97M-V/def2-TZVPD", "symbols": ["V", "C", "C", "N", "N", "C", "O", "C", "C", "C", "C", "C", "C", "C", "C", "C", "C", "C", "N", "H", "H", "H", "H", "H", "H", "H", "H", "H", "H", "H", "H", "N", "C", "N", "C", "N", "C", "C", "N", "C", "C", "N", "H", "H", "H", "H", "H", "C", "C", "N", "C", "C", "N", "C", "O", "O", "C", "O", "O", "H", "H", "H", "H", "H", "F", "C", "C", "C", "C", "C", "C", "Sb", "C", "C", "C", "C", "F", "C", "C", "C", "C", "C", "C", "F", "C", "C", "H", "H", "H", "H", "H", "H", "H", "H", "H", "H", "H", "H"], "positions_angstrom": [[0.269, -0.259, -0.568], [4.385, 1.040, -0.854], [3.104, 0.276, -0.769], [1.950, 0.755, -1.082], [1.810, 2.013, -1.589], [0.519, 2.285, -1.766], [-0.460, 1.556, -1.412], [0.229, 3.530, -2.537], [-1.045, 3.706, -3.071], [-1.358, 4.866, -3.762], [-0.404, 5.863, -3.913], [0.867, 5.692, -3.380], [1.185, 4.529, -2.697], [3.088, -1.130, -0.311], [4.250, -1.779, 0.095], [4.173, -3.107, 0.481], [2.947, -3.750, 0.463], [1.831, -3.028, 0.072], [1.898, -1.759, -0.315], [4.199, 2.003, -1.322], [4.799, 1.207, 0.143], [5.131, 0.495, -1.435], [-1.789, 2.935, -2.916], [-2.350, 4.997, -4.175], [-0.651, 6.774, -4.443], [1.610, 6.472, -3.494], [2.172, 4.383, -2.280], [5.191, -1.252, 0.115], [5.065, -3.632, 0.798], [2.843, -4.782, 0.766], [0.840, -3.467, 0.089], [-2.904, -3.165, 0.348], [-2.850, -1.851, 0.588], [-2.298, -1.240, -0.435], [-2.006, -2.261, -1.280], [-2.356, -3.456, -0.849], [-1.295, -2.020, -2.538], [-1.660, -2.603, -3.746], [-1.015, -2.337, -4.873], [-0.012, -1.469, -4.799], [0.359, -0.870, -3.607], [-0.278, -1.155, -2.472], [-3.242, -3.901, 0.947], [-3.196, -1.393, 1.500], [-2.492, -3.294, -3.788], [0.515, -1.236, -5.716], [1.171, -0.155, -3.547], [1.947, 3.551, 1.362], [1.514, 2.362, 2.141], [1.038, 1.231, 1.654], [0.758, 0.435, 2.736], [1.075, 1.093, 3.896], [1.541, 2.316, 3.492], [0.985, 0.806, 5.349], [0.570, -0.390, 5.696], [1.288, 1.672, 6.142], [0.111, -0.897, 2.550], [-0.017, -1.649, 3.536], [-0.283, -1.139, 1.381], [1.954, 3.305, 0.302], [2.951, 3.865, 1.657], [1.265, 4.388, 1.525], [1.835, 3.033, 4.138], [0.376, -0.965, 4.876], [-5.398, 1.535, 6.733], [-4.760, 1.661, 5.552], [-5.505, 1.938, 4.422], [-4.846, 2.074, 3.208], [-3.464, 1.934, 3.119], [-2.756, 1.628, 4.282], [-3.390, 1.498, 5.510], [-2.322, 2.008, 1.302], [-1.600, 4.014, 1.554], [-1.337, 4.789, 0.428], [-0.746, 6.041, 0.535], [-0.421, 6.506, 1.794], [0.160, 7.720, 1.913], [-0.673, 5.774, 2.939], [-1.263, 4.523, 2.806], [-3.867, 2.551, -0.069], [-3.976, 1.828, -1.254], [-4.892, 2.191, -2.234], [-5.692, 3.292, -2.006], [-6.582, 3.657, -2.954], [-5.611, 4.041, -0.847], [-4.688, 3.663, 0.117], [-6.579, 2.046, 4.504], [-5.431, 2.294, 2.322], [-1.682, 1.471, 4.242], [-2.842, 1.263, 6.412], [-1.601, 4.426, -0.557], [-0.538, 6.646, -0.337], [-0.417, 6.183, 3.907], [-1.470, 3.953, 3.705], [-3.329, 0.973, -1.418], [-4.988, 1.641, -3.161], [-6.253, 4.902, -0.719], [-4.598, 4.260, 1.018]], "total_energy_ha": -4104.906893, "relative_energy_kcal_mol": 13.7, "multiplicity": 4, "e_lumo_ha": [-0.0218, -0.0265]}

=====

(4)
{"formula": "C44H35BrCl5CoN3O4P2", "method": "ωB97M-V/def2-TZVPD", "symbols": ["Co", "C", "C", "P", "C", "C", "C", "C", "C", "C", "C", "C", "C", "C", "C", "C", "P", "C", "C", "C", "C", "C", "C", "C", "C", "C", "C", "C", "C", "H", "H", "H", "H", "H", "H", "H", "H", "H", "H", "H", "H", "H", "H", "H", "H", "H", "H", "H", "H", "H", "H", "H", "H", "Cl", "C", "C", "Cl", "C", "Cl", "C", "O", "C", "Cl", "C", "Cl", "C", "N", "C", "C", "C", "N", "C", "O", "N", "H", "H", "H", "H", "H", "H", "H", "Br", "C", "C", "C", "C", "C", "C", "C", "O", "O", "H", "H", "H", "H"], "positions_angstrom": [[0.860, -2.787, -0.417], [-0.434, 0.744, 0.297], [0.951, 0.390, 0.942], [1.000, -1.304, 1.646], [2.621, -1.414, 2.505], [3.077, -0.393, 3.400], [4.098, -0.679, 4.277], [4.811, -1.845, 4.166], [4.520, -2.721, 3.166], [3.407, -2.562, 2.414], [-0.427, -1.296, 2.786], [-1.407, -2.238, 2.543], [-2.697, -2.132, 3.116], [-2.964, -1.129, 3.975], [-1.937, -0.242, 4.337], [-0.656, -0.315, 3.763], [-1.309, 2.006, 1.202], [-2.910, 2.574, 0.654], [-3.038, 3.847, 0.161], [-4.240, 4.274, -0.343], [-5.352, 3.474, -0.262], [-5.176, 2.130, 0.105], [-3.916, 1.661, 0.484], [-0.331, 3.373, 1.753], [0.573, 3.823, 0.777], [1.474, 4.843, 1.142], [1.359, 5.598, 2.305], [0.431, 5.103, 3.189], [-0.406, 3.994, 2.970], [-1.147, -0.061, 0.131], [-0.429, 1.226, -0.714], [1.091, 1.102, 1.791], [1.773, 0.616, 0.217], [2.513, 0.499, 3.618], [4.245, -0.121, 5.228], [5.684, -1.975, 4.846], [5.066, -3.649, 3.172], [3.045, -3.324, 1.724], [-1.194, -3.030, 1.807], [-3.380, -2.850, 2.818], [-3.970, -0.856, 4.377], [-2.199, 0.466, 5.104], [0.089, 0.459, 3.951], [-2.234, 4.562, 0.170], [-4.335, 5.323, -0.787], [-6.301, 3.840, -0.711], [-5.957, 1.353, 0.102], [-3.883, 0.650, 0.967], [0.640, 3.457, -0.302], [2.203, 5.153, 0.387], [2.164, 6.280, 2.497], [0.340, 5.441, 4.215], [-1.072, 3.741, 3.731], [-5.169, -5.632, 1.687], [-3.918, -4.820, 0.830], [-2.639, -5.393, 0.822], [-2.163, -6.729, 1.785], [-1.653, -4.751, 0.081], [-0.023, -5.249, 0.242], [-1.831, -3.542, -0.562], [-0.867, -2.903, -1.109], [-3.124, -2.951, -0.489], [-3.234, -1.324, -1.120], [-4.157, -3.591, 0.203], [-5.707, -2.801, 0.517], [-2.290, 3.943, -4.198], [-1.586, 2.653, -4.180], [-1.870, 1.782, -5.146], [-1.421, 0.491, -5.112], [-0.584, 0.124, -4.035], [-0.364, 1.008, -3.045], [-0.905, 2.263, -3.033], [-0.824, 2.953, -1.998], [-0.001, -1.103, -3.955], [-1.843, 4.502, -4.999], [-2.032, 4.395, -3.264], [-3.322, 3.914, -4.237], [-2.515, 2.118, -5.948], [-1.746, -0.196, -5.836], [0.237, -1.474, -4.868], [0.686, -1.196, -3.164], [8.148, -1.861, -4.959], [6.585, -2.096, -3.871], [5.612, -1.106, -4.033], [4.477, -1.159, -3.230], [4.242, -2.295, -2.443], [5.248, -3.301, -2.290], [6.379, -3.214, -3.062], [2.964, -2.453, -1.717], [2.074, -1.622, -1.731], [2.736, -3.466, -0.940], [5.869, -0.328, -4.770], [3.712, -0.432, -3.402], [5.020, -4.241, -1.696], [7.063, -3.993, -3.116]], "charge": 1, "total_energy_ha": -9103.170462, "relative_energy_kcal_mol": 0.0, "multiplicity": 5, "e_lumo_ha": [-0.0806, -0.1704]}

=====

(5)
{"formula": "C44H36CdF15GeN6O3S4Te", "method": "ωB97M-V/def2-TZVPD", "symbols": ["Cd", "C", "C", "N", "C", "S", "N", "N", "C", "C", "C", "C", "C", "C", "C", "N", "H", "H", "H", "H", "H", "H", "H", "H", "H", "H", "H", "H", "H", "C", "C", "C", "C", "C", "C", "C", "S", "O", "O", "N", "C", "C", "C", "C", "C", "N", "H", "H", "H", "H", "H", "H", "H", "H", "H", "H", "H", "C", "S", "C", "O", "H", "H", "H", "H", "H", "H", "F", "C", "C", "C", "F", "C", "F", "C", "F", "C", "F", "Ge", "S", "C", "C", "F", "C", "F", "C", "F", "C", "F", "C", "F", "C", "C", "F", "C", "F", "C", "F", "C", "F", "C", "F", "C", "Te", "C", "H", "H", "H", "H", "H", "H"], "positions_angstrom": [[0.025, -0.224, 0.062], [-3.712, 0.660, -4.744], [-2.946, -0.561, -4.299], [-1.542, -0.296, -3.992], [-1.127, 0.264, -2.819], [0.569, 0.256, -2.508], [-2.076, 0.809, -2.083], [-1.685, 1.143, -0.820], [-2.328, 1.996, -0.120], [-3.502, 2.819, -0.592], [-1.771, 2.188, 1.259], [-2.214, 3.222, 2.081], [-1.640, 3.422, 3.336], [-0.570, 2.632, 3.717], [-0.166, 1.648, 2.821], [-0.751, 1.416, 1.658], [-4.719, 0.382, -5.024], [-3.218, 1.126, -5.585], [-3.737, 1.397, -3.941], [-2.956, -1.292, -5.118], [-3.413, -1.017, -3.420], [-0.835, -0.857, -4.446], [-3.833, 2.460, -1.564], [-3.209, 3.863, -0.667], [-4.322, 2.743, 0.139], [-3.041, 3.840, 1.751], [-1.994, 4.209, 3.990], [-0.055, 2.737, 4.663], [0.704, 1.033, 3.048], [-7.162, -2.717, -3.082], [-6.220, -2.417, -1.962], [-5.960, -3.404, -1.021], [-5.057, -3.134, -0.017], [-4.407, -1.905, -0.026], [-4.641, -0.921, -0.955], [-5.576, -1.179, -1.931], [-3.134, -1.658, 1.111], [-3.248, -0.300, 1.602], [-3.310, -2.745, 2.069], [-1.800, -1.762, 0.290], [-1.308, -2.918, -0.233], [-1.769, -4.261, -0.201], [-1.086, -5.217, -0.938], [0.079, -4.885, -1.633], [0.500, -3.583, -1.539], [-0.159, -2.642, -0.881], [-8.056, -3.226, -2.712], [-6.689, -3.338, -3.840], [-7.463, -1.801, -3.575], [-6.466, -4.360, -1.054], [-4.812, -3.871, 0.753], [-4.074, 0.002, -0.946], [-5.804, -0.441, -2.684], [-2.647, -4.504, 0.392], [-1.458, -6.233, -0.900], [0.621, -5.645, -2.181], [1.433, -3.245, -1.989], [3.220, -2.695, 2.812], [1.804, -2.882, 1.680], [1.465, -4.633, 1.972], [-0.743, -3.647, 3.670], [2.955, -3.035, 3.810], [3.486, -1.654, 2.846], [4.061, -3.270, 2.444], [2.354, -5.208, 1.714], [0.628, -4.914, 1.352], [1.189, -4.793, 3.018], [4.927, 4.285, -1.057], [3.587, 4.465, -1.041], [2.734, 3.424, -0.704], [1.376, 3.697, -0.751], [0.416, 2.818, -0.460], [0.899, 4.933, -1.114], [-0.411, 5.129, -1.179], [1.767, 5.935, -1.440], [1.292, 7.121, -1.803], [3.131, 5.709, -1.401], [4.002, 6.670, -1.715], [3.461, 1.694, -0.154], [2.326, 0.215, 0.959], [4.738, 2.266, 1.235], [6.077, 1.897, 1.380], [6.780, 1.264, 0.418], [6.789, 2.179, 2.525], [8.066, 1.797, 2.634], [6.190, 2.840, 3.575], [6.865, 3.058, 4.702], [4.886, 3.256, 3.452], [4.311, 3.931, 4.437], [4.188, 2.974, 2.295], [2.930, 3.459, 2.269], [4.359, 0.961, -1.747], [5.135, -0.182, -1.636], [5.277, -0.843, -0.482], [5.818, -0.711, -2.708], [6.555, -1.820, -2.609], [5.721, -0.106, -3.938], [6.345, -0.603, -5.001], [4.961, 1.022, -4.103], [4.864, 1.617, -5.285], [4.279, 1.525, -3.016], [3.580, 2.644, -3.273], [0.556, -1.187, 4.845], [-0.885, -1.870, 3.423], [-2.520, -1.367, 4.689], [0.609, -1.884, 5.681], [0.229, -0.206, 5.154], [1.507, -1.117, 4.318], [-2.230, -0.658, 5.469], [-2.917, -2.286, 5.109], [-3.253, -0.925, 4.029]], "charge": -1, "total_energy_ha": -7856.008919, "relative_energy_kcal_mol": 0.0, "multiplicity": 1, "e_lumo_ha": 0.0749}

=====

> Number 4 is which compound?

C44H35BrCl5CoN3O4P2